Here is a structure of composition C43H41CsN7OP2SSe2 from the Open Molecules 2025 dataset. Energies are from the ωB97M-V functional and the def2-TZVPD basis.

Last column: Mulliken charge in e.
Positions of all 98 atoms, in Å:
1 Cs 1.922 -0.251 1.950  1.157
2 N 3.314 0.376 6.746  -0.451
3 C 3.595 0.434 5.402  0.171
4 S 3.982 -1.041 4.627  -0.536
5 N 3.514 1.673 4.934  -0.676
6 N 3.685 1.799 3.599  0.249
7 C 3.758 3.006 3.158  0.298
8 C 3.705 4.222 4.020  0.201
9 C 4.605 4.423 5.064  -0.035
10 C 4.544 5.575 5.833  -0.752
11 C 3.574 6.537 5.581  -0.376
12 C 2.668 6.342 4.550  -0.888
13 C 2.739 5.194 3.772  0.123
14 C 3.920 3.214 1.696  -0.466
15 C 4.547 4.367 1.215  -0.667
16 C 4.699 4.541 -0.148  -0.460
17 C 4.216 3.568 -1.008  -0.849
18 C 3.607 2.455 -0.448  -0.306
19 N 3.462 2.274 0.861  0.256
20 H 3.614 -0.454 7.223  0.213
21 H 3.330 1.255 7.238  0.215
22 H 5.344 3.662 5.271  0.411
23 H 5.253 5.720 6.639  0.388
24 H 3.525 7.433 6.189  0.375
25 H 1.904 7.083 4.349  0.386
26 H 2.033 5.041 2.963  0.548
27 H 4.913 5.108 1.912  0.437
28 H 5.189 5.426 -0.534  0.410
29 H 4.298 3.663 -2.082  0.420
30 H 3.199 1.675 -1.082  0.316
31 Se -2.285 0.755 -3.682  -0.372
32 P -3.016 -0.706 -2.346  0.711
33 C -4.561 -0.191 -1.531  0.712
34 C -5.322 -1.114 -0.816  -0.305
35 C -6.488 -0.715 -0.187  -0.760
36 C -6.900 0.610 -0.263  -0.427
37 C -6.144 1.530 -0.971  -0.683
38 C -4.976 1.130 -1.607  -0.559
39 C -3.459 -2.275 -3.164  0.697
40 C -3.416 -3.478 -2.464  -0.172
41 C -3.828 -4.655 -3.073  -0.762
42 C -4.285 -4.635 -4.383  -0.587
43 C -4.320 -3.439 -5.086  -0.591
44 C -3.904 -2.263 -4.481  -0.883
45 C -1.959 -1.177 -0.985  0.222
46 C -0.676 -1.719 -0.886  0.218
47 N -0.389 -1.793 0.429  0.108
48 N -1.430 -1.335 1.101  -1.069
49 N -2.392 -0.964 0.277  -0.077
50 P 0.680 -2.229 -1.933  1.153
51 Se 2.344 -0.929 -1.830  -0.334
52 C 0.096 -2.494 -3.633  0.439
53 C -0.477 -3.709 -4.008  -0.273
54 C -0.884 -3.913 -5.316  -0.656
55 C -0.722 -2.903 -6.256  -0.502
56 C -0.152 -1.695 -5.888  -0.659
57 C 0.265 -1.491 -4.580  -0.572
58 C 1.076 -3.914 -1.370  -0.048
59 C 0.157 -4.693 -0.675  0.091
60 C 0.474 -6.001 -0.332  -0.767
61 C 1.705 -6.533 -0.683  -0.472
62 C 2.626 -5.756 -1.373  -0.666
63 C 2.313 -4.449 -1.714  -0.628
64 H -4.997 -2.142 -0.736  0.264
65 H -7.070 -1.435 0.373  0.398
66 H -7.810 0.922 0.234  0.374
67 H -6.460 2.564 -1.030  0.389
68 H -4.378 1.837 -2.169  0.328
69 H -3.049 -3.495 -1.444  0.412
70 H -3.786 -5.587 -2.523  0.397
71 H -4.605 -5.554 -4.859  0.394
72 H -4.662 -3.423 -6.113  0.418
73 H -3.904 -1.327 -5.027  0.356
74 H -0.596 -4.503 -3.282  0.274
75 H -1.330 -4.857 -5.599  0.415
76 H -1.043 -3.061 -7.279  0.399
77 H -0.033 -0.904 -6.616  0.401
78 H 0.723 -0.557 -4.287  0.405
79 H -0.794 -4.271 -0.380  0.321
80 H -0.240 -6.597 0.221  0.425
81 H 1.954 -7.551 -0.408  0.373
82 H 3.593 -6.164 -1.637  0.404
83 H 3.034 -3.828 -2.232  0.374
84 C -0.139 2.161 -0.466  -0.427
85 C -0.986 2.223 0.784  -0.655
86 O -0.126 2.210 1.917  -0.054
87 C -0.831 2.007 3.131  -0.559
88 C 0.089 2.334 4.286  -0.652
89 H -0.769 2.213 -1.355  0.315
90 H 0.416 1.221 -0.515  -0.272
91 H 0.578 2.984 -0.485  0.371
92 H -1.671 1.371 0.827  0.354
93 H -1.591 3.141 0.807  0.247
94 H -1.185 0.967 3.175  0.338
95 H -1.718 2.656 3.153  0.348
96 H 1.007 1.746 4.262  -0.112
97 H -0.408 2.138 5.238  0.458
98 H 0.381 3.385 4.259  0.148

Values from the calculation:
Multiplicity ... 1
Relative energy (zero: lowest compared OMol25 entry of this formula, charge and spin) ... 0.075 eV
LUMO energy ... 0.07860 Ha
Frontier orbital gap ... 6.67 eV
Net charge ... -1
HOMO ... -4.53 eV

***

Here is a structure of composition C5H11ClOS2 from the Open Molecules 2025 dataset. Energies are from the ωB97M-V functional and the def2-TZVPD basis.

Last column: Mulliken charge in e.
Positions of all 20 atoms, in Å:
1 C 2.925 0.062 -0.530  -0.571
2 C 2.021 1.372 -0.785  -0.307
3 C 1.627 -0.282 1.324  -0.316
4 C -3.299 -0.112 -0.210  -0.564
5 C -2.375 -1.175 0.339  -0.448
6 H 2.421 -0.765 -1.031  0.291
7 H 3.950 0.156 -0.829  0.353
8 H 1.558 1.071 -1.738  0.215
9 H 2.477 2.376 -0.702  0.369
10 H 1.665 -0.353 2.397  0.333
11 H 1.151 -1.293 1.123  0.239
12 H -1.622 1.754 -0.530  0.141
13 H -3.298 -0.106 -1.437  0.254
14 H -4.310 -0.527 -0.045  0.362
15 H -2.813 -2.176 -0.110  0.315
16 H -2.424 -1.139 1.437  0.276
17 O 2.915 -0.330 0.777  -0.408
18 S 0.751 1.011 0.400  -0.201
19 S -2.679 1.529 0.453  -0.203
20 Cl -0.641 -1.072 -0.305  -0.130

Values from the calculation:
Multiplicity ... 1
LUMO energy ... 0.02294 Ha
Frontier orbital gap ... 8.31 eV
Net charge ... 0
HOMO ... -7.69 eV

***

Here is the ion C5H6NO with charge +1 from the Open Molecules 2025 dataset. Energies are from the ωB97M-V functional and the def2-TZVPD basis.

Last column: Mulliken charge in e.
Positions of all 13 atoms, in Å:
1 C -1.086 -1.529 -1.449  -0.279
2 C -0.935 -1.106 -2.729  -0.019
3 C -0.623 -0.857 -0.209  0.412
4 C -0.027 0.381 0.119  0.003
5 C 1.015 1.453 1.889  -0.603
6 N 0.443 0.355 1.350  -0.121
7 O -0.200 -1.803 0.878  -0.293
8 H -1.763 -2.450 -1.573  0.393
9 H -0.796 -0.969 -3.821  0.403
10 H 0.181 1.267 -0.520  0.313
11 H 1.771 1.111 2.699  0.256
12 H 0.423 2.302 2.397  0.254
13 H 1.596 1.845 0.967  0.282

Values from the calculation:
Multiplicity ... 1
Relative energy (zero: lowest compared OMol25 entry of this formula, charge and spin) ... 10.178 eV
LUMO energy (alpha / beta) ... -0.29663 / -0.30357 Ha
Frontier orbital gap (alpha / beta) ... 5.44 / 5.13 eV
Net charge ... +1
HOMO (alpha / beta) ... -13.51 / -13.39 eV

***

Here is the ion C7H8N with charge +1 from the Open Molecules 2025 dataset. Energies are from the ωB97M-V functional and the def2-TZVPD basis.

Last column: Mulliken charge in e.
Positions of all 16 atoms, in Å:
1 C 2.560 0.726 -0.311  -0.482
2 C -0.140 1.270 -0.029  -0.390
3 C 2.640 -0.724 0.061  -0.183
4 C -0.988 0.047 0.112  0.726
5 C 1.205 0.746 0.183  0.256
6 C -0.190 -1.089 0.298  -0.617
7 C -2.455 0.044 -0.120  -1.140
8 N 1.173 -0.595 0.437  0.115
9 H -0.281 1.922 -1.068  0.433
10 H -0.347 2.145 0.562  0.376
11 H 2.689 -1.360 -0.848  0.261
12 H 3.254 -1.186 0.896  0.289
13 H -0.532 -2.138 0.143  0.374
14 H -2.727 -0.704 -0.857  0.340
15 H -2.771 1.117 -0.312  0.335
16 H -3.089 -0.222 0.854  0.308

Values from the calculation:
Multiplicity ... 1
Relative energy (zero: lowest compared OMol25 entry of this formula, charge and spin) ... 3.177 eV
LUMO energy (alpha / beta) ... -0.24186 / -0.25022 Ha
Frontier orbital gap (alpha / beta) ... 7.13 / 7.41 eV
Net charge ... +1
HOMO (alpha / beta) ... -13.72 / -14.21 eV

***

Here is the molecule CH5O2PS from the Open Molecules 2025 dataset. Energies are from the ωB97M-V functional and the def2-TZVPD basis.

Last column: Mulliken charge in e.
Positions of all 10 atoms, in Å:
1 O -0.286 0.956 -1.263  -0.471
2 C -0.052 0.341 -0.059  0.210
3 O -0.002 1.339 0.883  -0.483
4 P 1.748 -0.582 -0.191  -0.022
5 S -1.588 -0.774 0.167  -0.195
6 H -0.446 1.937 -1.070  0.359
7 H -0.940 1.407 0.991  0.397
8 H 1.364 -1.338 -1.257  0.049
9 H 1.328 -1.530 0.801  0.027
10 H -1.126 -1.757 0.998  0.130

Values from the calculation:
Multiplicity ... 1
Relative energy (zero: lowest compared OMol25 entry of this formula, charge and spin) ... 2.808 eV
Structure (SMILES) ... OC(O)(P)S
LUMO energy ... 0.02073 Ha
Frontier orbital gap ... 9.87 eV
Net charge ... 0
HOMO ... -9.30 eV

***

Here is a structure of composition C13H26BF4NO10Ti from the Open Molecules 2025 dataset. Energies are from the ωB97M-V functional and the def2-TZVPD basis.

Last column: Löwdin spin population.
Positions of all 56 atoms, in Å:
1 Ti -0.593 -0.215 -0.821  2.523
2 C -2.887 2.391 -2.149  0.077
3 C -3.214 1.019 -1.545  0.132
4 O -2.559 -0.054 -2.172  0.880
5 H -1.810 2.499 -2.274  0.007
6 H -3.184 3.167 -1.444  0.004
7 H -3.345 2.529 -3.129  0.002
8 H -4.290 0.846 -1.512  0.012
9 H -2.858 1.141 -0.522  0.037
10 B 0.246 -2.145 -3.200  0.007
11 F 0.595 -2.110 -4.508  0.001
12 F 0.922 -3.110 -2.572  0.002
13 F 0.527 -0.971 -2.586  0.031
14 F -1.041 -2.452 -2.960  0.012
15 C 1.135 0.916 3.677  0.000
16 O 0.390 2.067 3.338  0.002
17 C -0.027 2.186 2.040  0.008
18 O 0.000 1.311 1.187  0.033
19 O -0.535 3.440 1.746  0.003
20 C -0.951 3.751 0.381  0.012
21 H 2.217 1.033 3.623  0.000
22 H 0.906 0.062 3.039  0.000
23 H 0.812 0.561 4.656  0.000
24 H -1.247 2.883 -0.209  0.013
25 H -0.295 4.342 -0.258  0.001
26 H -1.843 4.372 0.452  0.000
27 C 2.043 -2.347 2.481  0.000
28 O 3.022 -1.631 1.756  0.001
29 C 2.714 -0.990 0.648  0.003
30 O 1.632 -1.080 -0.036  0.024
31 O 3.791 -0.226 0.321  0.001
32 C 3.862 0.426 -0.975  0.000
33 H 2.085 -3.363 2.088  0.000
34 H 1.016 -1.983 2.485  0.000
35 H 2.287 -2.541 3.525  0.000
36 H 3.360 -0.203 -1.710  0.000
37 H 4.845 0.558 -1.426  0.000
38 H 3.486 1.449 -0.954  0.000
39 C -2.056 -0.738 3.720  0.001
40 O -1.580 -1.976 3.141  0.007
41 C -1.447 -2.145 1.915  0.020
42 O -1.541 -1.267 1.050  0.044
43 O -0.833 -3.324 1.729  0.006
44 C -0.360 -3.794 0.458  0.008
45 H -2.023 0.103 3.027  0.001
46 H -1.351 -0.556 4.530  0.000
47 H -3.067 -0.753 4.128  0.000
48 H -1.241 -3.781 -0.184  0.002
49 H -0.048 -4.833 0.355  0.001
50 H 0.472 -3.150 0.173  0.003
51 C 0.652 1.374 -4.609  0.005
52 C 0.613 1.654 -3.120  0.030
53 N 0.661 1.835 -1.985  0.041
54 H -0.362 1.466 -4.999  0.001
55 H 1.006 0.344 -4.593  0.000
56 H 1.291 2.012 -5.220  0.001

Values from the calculation:
Multiplicity ... 5
LUMO energy (alpha / beta) ... 0.01126 / -0.07260 Ha
Frontier orbital gap (alpha / beta) ... 4.37 / 8.71 eV
Net charge ... 0
HOMO (alpha / beta) ... -4.06 / -10.69 eV

***

Values of M, in order: 1056.7 186.7 96.1 106.1 112.1 491.0, all in g mol⁻¹.
Values of DFT total energy, in order: -218392.6700 -41600.2650 -8802.7727 -8865.2945 -25335.4833 -70529.3889, all in eV.